# C12H13ClF3NO4S

The molecule C12H13ClF3NO4S (ωB97M-V/def2-TZVPD, OMol25).

Its LUMO energy is 0.240 eV. The SMILES is O=C(O)CCCCNS(=O)(=O)c1ccc(Cl)c(C(F)(F)F)c1. The calculation puts the largest force on an atom at 0.8 eV/Å. The calculation puts the calculated total energy at -53846.27442 eV. The value obtained for the highest occupied orbital energy is -9.638 eV.

Structure (XYZ):
```
35
Properties=species:S:1:pos:R:3:forces:R:3:lowdin_charge:R:1
O 1.688776 0.920379 0.124800 -0.01 0.12 -0.13 0.114
C 1.347970 1.988400 0.565447 0.01 -0.16 -0.25 -0.518
O 1.754637 2.444665 1.748370 0.15 0.42 0.64 0.125
C 0.441667 2.968601 -0.137919 -0.11 -0.14 -0.13 -0.096
C -0.610656 2.254143 -0.984180 0.06 -0.08 0.35 -0.192
C -1.630519 1.525125 -0.112337 -0.12 0.14 -0.43 -0.181
C -2.687881 0.803901 -0.948370 0.02 0.26 0.78 -0.234
N -2.080180 -0.220930 -1.778573 -0.04 -0.83 0.05 -0.125
S -1.989673 -1.768213 -1.157881 0.35 0.19 -0.29 0.659
O -2.877471 -1.914048 -0.042155 0.22 0.23 0.16 -0.280
O -2.099484 -2.662173 -2.272020 0.18 0.13 -0.18 -0.286
C -0.301104 -1.829521 -0.559262 -0.58 -0.02 -0.06 -0.255
C 0.727297 -2.000915 -1.465296 0.02 -0.02 -0.04 -0.032
C 2.034508 -2.031219 -1.018768 0.00 0.03 0.18 -0.070
C 2.305042 -1.873742 0.334759 -0.64 -0.09 -0.05 -0.603
Cl 3.930455 -1.885013 0.868355 0.41 0.00 -0.05 0.787
C 1.259808 -1.701658 1.244546 0.11 -0.09 -0.05 -0.137
C 1.549019 -1.477506 2.704235 -0.01 0.01 0.32 -0.603
F 0.436158 -1.308260 3.427849 -0.34 -0.03 -0.10 0.148
F 2.286558 -0.365444 2.912461 0.16 0.19 -0.09 0.111
F 2.220765 -2.485784 3.274223 0.04 -0.18 -0.11 0.136
C -0.051673 -1.687235 0.788476 0.12 -0.05 0.17 0.002
H 2.339501 1.807517 2.192311 -0.14 -0.12 -0.33 0.119
H -0.015901 3.618695 0.607989 0.03 0.06 -0.04 0.123
H 1.078175 3.583792 -0.779016 0.04 0.04 0.08 0.132
H -0.114992 1.527543 -1.629110 0.00 0.07 -0.08 0.110
H -1.123170 2.984617 -1.612305 0.00 0.02 -0.07 0.117
H -2.136450 2.237356 0.542652 0.01 -0.01 0.11 0.123
H -1.114187 0.794967 0.511583 -0.01 -0.01 0.14 0.101
H -3.204684 1.521143 -1.588667 0.01 -0.11 -0.06 0.126
H -3.418508 0.332780 -0.281789 -0.06 0.23 -0.14 0.107
H -2.401665 -0.252536 -2.731271 -0.05 -0.18 -0.20 0.109
H 0.486434 -2.118043 -2.509579 0.08 -0.04 -0.16 0.122
H 2.853488 -2.159906 -1.707997 0.06 -0.02 -0.06 0.113
H -0.882059 -1.571479 1.468437 0.01 0.02 0.12 0.128
```
Forces are in eV/Å.



# CHBrINO2

A structure of composition CHBrINO2 in a non-equilibrium geometry (ωB97M-V/def2-TZVPD, OMol25).

Its LUMO energy is -0.985 eV. The calculation puts the largest force on an atom at 3.8 eV/Å. The calculation puts the calculated total energy at -84777.70037 eV. Its relative energy (zero: lowest compared OMol25 entry of this formula, charge and spin) is 1.2 kJ/mol. The value obtained for the highest occupied orbital energy is -10.319 eV.

Structure (XYZ):
```
7
Properties=species:S:1:pos:R:3:forces:R:3:lowdin_charge:R:1
C 0.059079 0.539717 0.137431 1.26 -0.06 -0.70 -1.039
N -0.316317 -0.909947 -0.353169 -2.30 2.01 2.34 -0.477
O -1.477871 -1.200170 0.018849 2.42 -0.09 -1.16 0.019
O 0.491005 -1.511701 -0.964685 0.03 -1.17 -0.54 0.065
Br 1.646209 1.182765 -0.856977 -0.58 -0.40 0.64 0.610
I 0.288824 0.699657 2.276555 -0.22 -0.23 -1.00 0.810
H -0.690929 1.199679 -0.258004 -0.62 -0.06 0.41 0.013
```
Forces are in eV/Å.



Among the records above, which one has the lowest LUMO? CHBrINO2